C42H59Cl2F24N2O6 | the ωB97M-V functional and the def2-TZVPD basis

The geometry in XYZ format:
```
135
Properties=species:S:1:pos:R:3:forces:R:3
Cl 0.856 4.217 3.329 -0.190 0.035 0.053
Cl -1.511 3.603 1.390 -0.034 -0.011 -0.210
F 10.628 -2.685 -3.839 -0.066 0.039 0.071
F -1.216 -4.404 7.573 -0.036 0.142 -0.050
F -0.786 -2.208 6.006 -0.113 -0.095 -0.010
F -3.270 -3.396 5.851 0.082 0.023 0.012
F 2.325 -3.928 -2.942 0.059 -0.059 0.103
F 8.667 -0.612 -4.075 0.083 -0.024 0.104
F 9.032 -1.938 -1.705 0.020 0.023 -0.136
F 4.193 -3.091 -0.937 0.036 -0.019 -0.088
F 6.482 -4.263 -2.332 -0.116 0.125 0.091
F 8.788 -0.896 -6.220 0.045 0.068 -0.058
F 2.206 -7.314 -0.467 -0.026 0.037 0.013
F 3.791 -2.409 -3.510 0.059 0.086 -0.022
F 3.501 -5.733 -1.235 -0.010 0.155 -0.020
F 3.375 -1.093 -1.160 0.016 0.133 -0.056
F 0.630 -4.025 3.364 0.125 -0.013 0.286
F -1.505 -3.756 3.719 0.065 0.225 0.048
F 0.789 -5.051 -0.839 0.082 -0.041 -0.037
F 0.042 -1.538 4.101 -0.006 -0.089 -0.037
F 1.029 -5.633 1.253 0.236 -0.032 -0.073
F -3.886 -4.030 7.851 0.020 -0.008 0.017
F -2.329 -6.261 7.629 -0.055 -0.036 0.061
F 8.276 -3.576 -0.479 -0.045 -0.015 -0.025
F 8.546 -4.391 -3.032 0.046 0.054 0.055
F 11.208 -0.901 -4.964 -0.025 0.021 -0.013
O -8.896 0.425 3.279 -0.060 0.552 0.052
O -1.539 -5.606 5.695 -0.261 0.530 -0.238
O -7.536 -0.633 1.834 0.730 0.385 0.335
O 2.045 -2.676 -0.426 -0.104 -0.376 -0.405
O 8.070 -2.573 -5.010 0.429 -0.218 0.400
O -2.037 3.378 -1.507 0.148 -0.213 0.627
N 0.418 2.876 -0.435 -0.390 0.503 -0.414
N 1.674 1.089 -4.006 -0.105 0.144 0.220
C -7.438 -1.228 4.124 0.137 0.219 0.180
C -0.315 -3.858 4.345 -0.568 -0.123 -0.017
C -0.331 1.616 -0.950 -0.626 -0.964 -0.170
C -1.337 -1.601 1.126 -0.296 -0.049 -0.293
C -7.340 -0.799 5.393 -0.098 -0.520 -0.639
C 0.307 4.083 -1.351 -0.122 0.586 -0.102
C -4.003 1.485 -1.487 0.022 -0.613 0.380
C 2.785 -6.133 -0.166 0.023 -0.261 0.097
C 1.684 -5.122 0.169 -0.320 0.289 -0.286
C 8.945 -1.519 -5.031 -0.442 0.022 -0.093
C 0.110 3.351 0.928 0.189 -0.097 0.891
C -0.303 -5.132 5.207 0.496 -0.569 0.025
C -0.634 0.675 0.242 0.396 -0.561 0.770
C -5.088 -0.091 0.224 -0.285 0.147 0.098
C 7.564 -3.524 -2.715 0.347 -0.202 -0.383
C -1.140 4.445 -1.730 -0.035 0.111 -0.082
C 0.067 -2.539 5.026 0.174 0.195 0.000
C 2.110 -3.698 0.569 0.054 0.268 0.530
C 7.126 -2.752 -3.971 -0.585 0.128 -0.313
C 10.404 -1.986 -4.967 0.192 -0.055 -0.063
C -8.031 -0.375 3.077 0.717 -0.008 -0.252
C -4.148 1.097 -0.003 -0.667 0.128 0.120
C 0.561 0.780 -1.904 0.037 0.368 -0.113
C 1.529 1.480 -2.812 0.142 -0.013 -0.389
C 2.576 3.527 1.361 -0.014 0.264 -0.506
C -6.549 0.222 -0.167 0.587 0.105 -0.167
C -1.256 4.984 -3.160 -0.340 0.340 0.305
C -2.598 7.858 -1.379 0.058 0.369 0.189
C 7.959 -2.716 -1.475 -0.109 -0.019 0.232
C -7.423 0.546 1.018 -1.116 -0.341 -0.782
C -2.321 6.083 -3.208 0.115 0.473 -0.041
C -3.421 -4.464 6.662 -0.205 0.022 -0.007
C 0.657 0.355 1.054 0.295 0.547 -0.602
C -1.833 7.428 -2.632 -0.396 0.083 0.525
C -1.245 -0.694 -0.116 -0.256 -0.450 0.523
C 3.085 -2.422 -1.277 -0.034 -0.137 0.459
C -2.210 9.263 -0.890 -0.274 -0.317 0.559
C -1.493 2.124 -1.867 0.009 0.537 -0.650
C 1.126 3.640 1.746 0.332 -0.192 -0.173
C -2.672 1.205 -2.199 -0.511 0.302 -0.580
C -2.078 -5.170 6.880 0.347 -0.277 0.016
C 2.703 -2.657 -2.745 -0.119 0.009 -0.197
H -6.967 -0.597 -0.749 -0.199 -0.077 0.169
H 0.023 -5.917 4.525 -0.027 0.028 -0.057
H -1.548 4.180 -3.836 0.318 -0.150 -0.039
H -3.212 0.903 0.510 0.166 0.127 -0.122
H -7.140 0.243 5.600 -1.152 0.214 0.222
H -7.053 -2.181 3.780 -0.882 -0.509 0.339
H -1.002 2.312 -2.833 0.214 -0.255 0.018
H -2.417 0.150 -2.226 0.132 -0.012 0.305
H 3.228 3.853 2.162 -0.041 -0.063 0.130
H -1.950 8.239 -3.350 0.151 -0.102 -0.212
H -3.673 7.852 -1.567 -0.026 -0.135 -0.113
H -0.656 -1.247 -0.849 0.010 0.191 -0.213
H -7.472 -1.506 6.203 1.197 -0.040 0.174
H -4.140 -5.154 6.216 0.030 -0.035 0.013
H 3.065 -3.691 1.094 0.120 -0.127 -0.204
H -0.302 5.422 -3.459 0.046 -0.146 -0.264
H 2.774 4.190 0.512 0.088 0.011 -0.001
H 1.405 2.619 -0.440 0.017 -0.002 0.234
H -1.581 -1.050 2.032 0.130 0.023 0.080
H 0.703 4.914 -0.770 0.174 -0.019 -0.011
H -2.908 1.411 -3.248 0.169 0.140 -0.042
H -4.746 -0.979 -0.312 0.129 -0.020 0.018
H 2.875 2.520 1.065 -0.031 -0.101 0.123
H -1.457 5.242 -1.060 -0.088 -0.079 0.148
H -7.077 1.408 1.589 0.232 -0.163 0.207
H 0.454 -5.082 5.990 -0.072 0.237 0.072
H 0.452 0.293 2.117 -0.044 -0.256 0.039
H -3.198 5.780 -2.632 -0.052 -0.235 -0.096
H -4.305 2.520 -1.619 0.276 0.117 -0.133
H -2.266 -0.629 -0.467 0.080 0.290 -0.295
H -8.421 0.795 0.653 -0.023 0.142 0.070
H -2.149 -2.313 0.977 0.033 -0.090 -0.014
H 1.080 -2.598 5.433 -0.010 -0.060 -0.002
H 0.941 4.002 -2.229 -0.022 -0.601 -0.013
H -0.431 -2.184 1.261 0.093 0.078 0.292
H 7.124 -2.092 -1.143 -0.007 0.006 -0.042
H -4.738 0.903 -2.047 -0.043 -0.006 -0.035
H 6.364 -3.383 -4.425 0.034 -0.074 0.023
H -1.318 1.105 0.969 -0.143 0.368 -0.307
H 2.397 1.635 -4.473 0.027 -0.105 -0.122
H 1.107 0.003 -1.370 0.130 0.116 0.212
H 3.453 -6.276 0.687 0.005 0.042 -0.007
H 1.142 -0.546 0.686 -0.096 -0.208 0.204
H 10.636 -2.613 -5.830 -0.038 0.024 -0.022
H -5.104 -0.326 1.290 0.224 -0.246 -0.008
H -4.611 1.936 0.525 0.162 0.104 0.058
H -0.774 7.393 -2.355 0.102 -0.048 -0.199
H -1.190 9.539 -1.151 -0.008 0.066 -0.194
H -2.267 9.287 0.200 0.029 0.083 0.030
H -0.139 0.260 -2.557 0.058 -0.127 -0.041
H 1.415 1.130 0.945 0.037 0.008 0.087
H 2.152 2.297 -2.429 0.048 -0.074 0.217
H -6.578 1.093 -0.827 -0.027 0.030 -0.036
H -2.441 7.155 -0.557 0.060 -0.182 -0.105
H -2.660 6.243 -4.230 0.023 -0.158 -0.075
H -2.923 10.012 -1.227 0.217 0.139 -0.297
H 1.366 -3.388 1.297 -0.068 -0.007 -0.010
H 1.886 -1.995 -3.043 0.060 0.086 0.024
H 6.622 -1.819 -3.715 0.185 0.069 0.172
```
Forces are in eV/Å.

Summary:
M, g/mol: 1214.80
Relative energy (zero: lowest compared OMol25 entry of this formula, charge and spin), kJ/mol: 0.0
Total charge: +1
LUMO level, eV: -2.5
Largest force on an atom, Eh/bohr: 0.027
Multiplicity: 1
Kohn-Sham gap, eV: 8.698
E_HOMO, eV: -11.2
Calculated total energy, eV: -150031.5748